[1]
C12H42BF4O9Ti2 | the ωB97M-V functional and the def2-TZVPD basis

The value obtained for the LUMO energy (spin up / spin down) is -0.169 / -0.164 Eh. For the molecular weight, the calculation gives 513.00 g mol⁻¹. As for the expectation value of S²: 12.001. The value obtained for the total energy is -89316.33429 eV.

The geometry in ORCA input format:
```
! RIJCOSX wB97M-V def2-TZVPD def2/J DEFGRID3
* xyz 1 7
Ti -4.0519 0.4392 -2.2124
Ti 0.8962 3.5142 -2.9674
B -0.0720 0.2675 -0.2814
F 0.9185 -0.6721 0.0006
F -1.2171 -0.1239 0.3950
F 0.3023 1.5174 0.1677
F -0.4276 0.3093 -1.6479
C -3.9603 2.3612 5.0474
O -5.3037 2.2338 5.5388
H -3.2020 2.3457 5.8303
H -3.8235 1.5006 4.3927
H -3.8609 3.2108 4.3719
H -5.9039 2.3825 4.8045
C 4.3684 0.1343 -4.3832
O 4.3168 1.2014 -3.4613
H 4.0041 -0.7484 -3.8578
H 3.7872 0.2914 -5.2918
H 5.4067 0.0095 -4.6905
H 4.7279 0.9135 -2.6429
C 1.3917 1.5991 5.4481
O 0.9622 2.6525 4.6071
H 0.7359 0.7404 5.3043
H 2.3977 1.3088 5.1451
H 1.5099 1.9497 6.4735
H 0.8585 2.3449 3.7036
C 3.4249 -5.7848 -2.2921
O 2.9350 -6.6642 -3.3351
H 2.8782 -4.8787 -2.0312
H 3.4932 -6.2858 -1.3265
H 4.4730 -5.5233 -2.4379
H 2.0439 -6.8646 -3.0395
C 5.8204 1.4767 1.4845
O 6.9019 1.4892 0.5691
H 6.2168 1.4272 2.4986
H 5.2517 2.4040 1.4141
H 5.1377 0.6329 1.3844
H 7.2097 0.5981 0.3876
C 2.3014 -3.9806 3.8575
O 1.0037 -3.3625 3.6370
H 2.2577 -4.5862 4.7628
H 2.7313 -4.5434 3.0290
H 3.0370 -3.1949 4.0295
H 1.0478 -2.8229 2.8442
C -1.8018 -2.7901 -6.5618
C -3.0876 -2.6049 -5.7473
O -3.5704 -1.2814 -5.8096
H -1.3813 -3.7933 -6.4914
H -1.1022 -2.0281 -6.2184
H -1.9499 -2.5087 -7.6044
H -3.0135 -2.8010 -4.6777
H -3.8613 -3.2978 -6.0781
H -3.7558 -1.0343 -6.7185
C -8.5729 -2.6189 1.1666
C -7.0804 -2.7097 0.8696
O -6.8660 -2.5848 -0.5405
H -9.0644 -1.6810 0.9080
H -8.8517 -2.7700 2.2095
H -9.0727 -3.3691 0.5538
H -6.7385 -3.6999 1.1707
H -6.4689 -2.0166 1.4473
H -7.2600 -3.3303 -0.9994
C 2.8651 7.3935 1.1198
C 1.6319 7.1317 0.2507
O 2.1846 6.8806 -1.0494
H 3.5491 6.5460 1.0748
H 2.4755 7.4011 2.1378
H 3.4101 8.3281 0.9873
H 0.9776 8.0035 0.2592
H 0.9833 6.2890 0.4900
H 2.4954 7.7271 -1.3786
*
```


[2]
C12H42N10O9 | the ωB97M-V functional and the def2-TZVPD basis

The value obtained for the LUMO energy is 0.015 Eh. Its SMILES is NC(N)=O.NC(N)=O.NC(N)=O.NC(N)=O.NC(N)=O.CCO.CCO.CCO.CO. For the molecular weight, the calculation gives 470.53 g mol⁻¹. The value obtained for the total energy is -46457.81540 eV.

The geometry in ORCA input format:
```
! RIJCOSX wB97M-V def2-TZVPD def2/J DEFGRID3
* xyz 0 1
C -1.8194 0.4179 3.5349
O -2.9516 0.7066 3.1997
N -0.8517 1.2545 3.9401
N -1.5368 -0.9250 3.5997
H 0.0018 1.0182 4.3723
H -1.0351 2.2196 3.9705
H -2.3359 -1.5064 3.6503
H -0.7948 -1.3115 4.1726
C 3.3638 -2.9133 4.5598
O 3.8192 -3.7640 5.3429
N 2.0333 -2.8533 4.1092
N 4.2052 -1.9815 3.9715
H 1.2796 -3.3604 4.5562
H 1.8488 -1.9926 3.6359
H 5.1839 -2.0867 4.1400
H 3.9690 -1.6238 3.0468
C 1.2896 3.5819 -2.4580
O 2.0020 4.1959 -1.6485
N 1.7153 2.7226 -3.4373
N -0.0846 3.5831 -2.4452
H 2.7178 2.6408 -3.6879
H 0.9785 2.2599 -3.9289
H -0.6148 3.1061 -3.1530
H -0.4593 4.4594 -2.1089
C -2.0489 0.9898 -2.6697
O -1.5606 1.6463 -3.6303
N -1.8868 1.2636 -1.3327
N -2.7359 -0.2116 -2.8001
H -1.2601 1.9173 -0.9779
H -2.5135 0.8363 -0.6161
H -3.2392 -0.5135 -3.6073
H -2.8115 -0.7754 -1.9572
C 2.5817 2.8604 1.8945
O 2.1852 2.1865 2.8782
N 3.8703 2.7388 1.4167
N 1.7175 3.6427 1.1997
H 4.2325 3.3137 0.7207
H 4.5157 2.2755 1.9462
H 0.8406 3.8411 1.6773
H 1.8832 4.1277 0.2854
C 0.8140 -0.7465 -6.7867
C -0.1163 -0.8454 -5.6471
O 0.4781 -0.9381 -4.3790
H 1.2444 -1.7460 -6.8680
H 1.5636 -0.0091 -6.6414
H 0.4413 -0.4636 -7.7899
H -0.8179 -1.6857 -5.8254
H -0.7545 0.1037 -5.6250
H -0.0643 -0.4091 -3.8049
C 1.5118 -1.2666 0.0736
C 0.9448 -0.3270 1.1099
O 1.6953 -0.4183 2.3763
H 2.5875 -1.1153 -0.0225
H 1.0111 -1.0343 -0.8301
H 1.4744 -2.2715 0.3626
H -0.0797 -0.6104 1.3555
H 1.0201 0.7128 0.7872
H 2.0625 0.4982 2.5700
C -1.3435 -3.8182 1.5710
C -1.4605 -3.7678 0.0414
O -2.2396 -2.6525 -0.3142
H -1.0662 -2.8611 1.9695
H -0.7331 -4.5780 1.9772
H -2.3660 -3.9792 1.9411
H -1.9077 -4.6926 -0.4291
H -0.4091 -3.6196 -0.3773
H -3.0854 -2.7866 0.1787
C -4.5299 1.4645 0.4984
O -3.8842 0.2015 0.4167
H -3.8160 2.3345 0.4847
H -5.1909 1.6684 -0.3907
H -5.1491 1.6678 1.3649
H -3.5291 0.0040 1.2900
*
```


[3]
C12H42N10O9 | the ωB97M-V functional and the def2-TZVPD basis

The value obtained for the LUMO energy is -0.027 Eh. Its SMILES is NC(N)=O.NC(N)=O.NC(N)=O.NC(N)=O.NC(N)=O.CCO.CCO.CCO.CO. For the molecular weight, the calculation gives 470.53 g mol⁻¹. The value obtained for the total energy is -46448.81286 eV.

The geometry in ORCA input format:
```
! RIJCOSX wB97M-V def2-TZVPD def2/J DEFGRID3
* xyz 0 1
C 15.7792 28.7512 -5.6954
C 15.9639 27.6617 -6.7592
O 14.7624 27.0294 -6.9101
H 14.8982 29.3144 -5.8544
H 16.6142 29.3943 -5.5408
H 15.6784 28.0940 -4.7824
H 16.7338 26.8776 -6.4486
H 16.2193 28.0738 -7.6982
H 14.8957 26.5056 -7.7443
C 13.5388 28.7591 -9.7676
C 12.1941 28.2981 -9.2525
O 11.6340 27.3962 -10.1377
H 14.2802 27.9400 -9.9117
H 13.8765 29.5723 -9.0150
H 13.5585 29.3069 -10.7792
H 11.5821 29.2249 -9.0741
H 12.1066 27.9504 -8.2115
H 11.2110 27.9059 -10.8275
C 15.1262 28.4222 -0.5988
C 14.9391 28.0310 -1.9950
O 13.6794 27.4942 -2.2483
H 14.7259 27.7981 0.1505
H 14.7559 29.4189 -0.4496
H 16.1782 28.5024 -0.4169
H 15.6141 27.1406 -2.2318
H 15.2754 28.7453 -2.7755
H 13.8794 26.5436 -2.4355
C 10.8763 25.5944 -7.1590
O 12.1108 25.6670 -7.5620
N 10.4989 26.4167 -6.2541
N 10.0699 24.6052 -7.2414
H 11.0415 27.2110 -5.9209
H 9.5159 26.6274 -6.1814
H 10.4791 23.8177 -7.8054
H 9.7348 24.2558 -6.2784
C 11.1563 25.7293 -3.0081
O 10.2771 26.7647 -3.0340
N 11.8338 25.2823 -1.9946
N 11.4661 25.1924 -4.1466
H 11.7517 25.9976 -1.1557
H 11.3665 24.3847 -1.5590
H 10.9662 25.6499 -4.9366
H 11.7942 24.2155 -4.1987
C 8.8629 30.7119 -6.9830
O 8.8012 31.5288 -5.8166
N 9.6547 29.6920 -7.0084
N 8.0902 30.9656 -7.9901
H 10.1992 29.3301 -6.1390
H 9.5561 29.1609 -7.8339
H 7.7051 31.9084 -8.0484
H 8.0019 30.4138 -8.8483
C 10.9514 30.2541 -2.2187
O 11.6583 31.4546 -2.2203
N 11.4333 28.9733 -2.3372
N 9.6397 30.1586 -2.2836
H 12.4654 28.7858 -2.4506
H 10.8359 28.1022 -2.5127
H 9.1864 31.0280 -2.4736
H 9.0069 29.4383 -2.6401
C 14.8661 25.1844 -4.1066
O 16.1672 25.3944 -4.3960
N 14.4185 24.9366 -2.8965
N 13.8844 25.4297 -4.9028
H 15.2029 24.7897 -2.1888
H 13.3921 25.0656 -2.5256
H 14.0586 25.9085 -5.8249
H 12.8829 25.4892 -4.5254
C 12.4942 28.8977 -5.2739
O 11.0730 28.7716 -4.9752
H 12.6511 28.8571 -6.2880
H 12.9581 28.0251 -4.8586
H 13.0736 29.5603 -4.7340
H 11.0558 29.0385 -4.0339
*
```


[4]
C12H42N4O9 | the ωB97M-V functional and the def2-TZVPD basis

The value obtained for the LUMO energy is 0.011 Eh. Its SMILES is NC(N)=O.NC(N)=O.CCO.CCO.CCO.CO.CO.CO.CO. For the molecular weight, the calculation gives 386.49 g mol⁻¹. The value obtained for the total energy is -37508.21038 eV.

The geometry in ORCA input format:
```
! RIJCOSX wB97M-V def2-TZVPD def2/J DEFGRID3
* xyz 0 1
C -1.5052 2.1233 0.4183
C 0.0118 2.0073 -0.0367
O 0.3578 0.7013 -0.3497
H -1.7702 3.1683 0.7353
H -1.7572 1.4053 1.2903
H -2.2752 1.9153 -0.3607
H 0.6238 2.1683 0.8123
H 0.2218 2.6143 -0.9627
H -0.3232 0.3363 -0.9217
C 3.3018 1.3023 -1.7637
C 3.1148 -0.1777 -1.6727
O 3.7068 -0.8877 -2.6787
H 2.8248 1.8493 -2.5507
H 4.2988 1.4733 -1.8667
H 2.9028 1.7363 -0.8867
H 2.0208 -0.4137 -1.7797
H 3.4758 -0.5367 -0.7167
H 3.0778 -0.9947 -3.3597
C 1.2388 -3.3607 -1.1167
C 0.1538 -2.8347 -0.1877
O 0.7468 -2.6637 1.0983
H 1.4258 -4.3907 -0.7947
H 2.0308 -2.6317 -0.9567
H 1.2228 -3.3297 -2.2197
H -0.7592 -3.4297 -0.0957
H -0.2252 -1.8827 -0.3977
H 1.0678 -1.7517 1.1883
C 0.0848 -0.0817 -4.6587
O 0.4698 0.7933 -3.6337
N -0.7942 -0.9817 -4.5487
N 0.6908 -0.1527 -5.8337
H -1.2782 -0.7647 -3.6847
H -1.2462 -1.6157 -5.2387
H 1.2718 0.6003 -6.2347
H 0.4538 -0.8767 -6.5337
C 0.7538 -0.2877 2.8963
O -0.6332 -0.1767 2.8963
N 1.5088 -0.1617 1.8653
N 1.4358 -0.6847 3.9873
H 1.0808 0.1433 0.9763
H 2.5308 -0.2387 1.9743
H 0.8638 -0.6827 4.7843
H 2.5058 -0.6137 4.0093
C -3.4992 1.4743 3.4773
O -4.1302 0.9733 4.6123
H -3.5082 2.6023 3.5433
H -3.9832 0.9933 2.5993
H -2.4952 1.1643 3.4953
H -4.2192 -0.0007 4.4913
C -2.9372 -0.1017 -2.5847
O -1.6302 -0.3717 -2.0497
H -3.2932 0.7213 -2.0117
H -3.5372 -0.9487 -2.1507
H -3.1062 0.0903 -3.6407
H -1.7582 -0.7517 -1.1667
C 2.2818 3.0743 3.2803
O 3.7258 3.3953 3.5513
H 1.9248 3.8473 2.5763
H 1.7068 3.0483 4.1023
H 2.1178 2.1233 2.7553
H 4.1558 2.8153 4.1173
C -2.9302 -2.2647 1.3343
O -2.5172 -1.0057 0.8453
H -3.5372 -2.2227 2.3213
H -2.1222 -3.0337 1.4143
H -3.6592 -2.6957 0.6123
H -1.9582 -0.6577 1.5873
*
```